{
  "formula": "C53H58Cl4NO33",
  "method": "ωB97M-V with the def2-TZVPD basis set",
  "homo_energy_ha": -0.417,
  "largest_force_ev_per_a": 6.84,
  "e_tot_ha": -6432.35356,
  "charge": 1,
  "elements": ["C", "C", "C", "C", "C", "C", "N", "O", "C", "C", "C", "H", "H", "H", "H", "H", "H", "H", "H", "H", "H", "H", "H", "H", "H", "H", "H", "H", "H", "C", "C", "C", "O", "C", "C", "C", "O", "O", "O", "H", "H", "H", "H", "C", "C", "C", "O", "C", "C", "C", "O", "O", "O", "H", "H", "H", "H", "C", "C", "C", "O", "C", "C", "C", "O", "O", "O", "H", "H", "H", "H", "C", "C", "C", "O", "C", "C", "C", "O", "O", "O", "H", "H", "H", "H", "C", "C", "C", "O", "C", "C", "C", "O", "O", "O", "H", "H", "H", "H", "C", "C", "C", "O", "C", "C", "C", "O", "O", "O", "H", "H", "H", "H", "C", "C", "C", "O", "C", "C", "C", "O", "O", "O", "H", "H", "H", "H", "O", "H", "H", "O", "H", "H", "O", "H", "H", "O", "H", "H", "C", "Cl", "Cl", "H", "H", "C", "Cl", "Cl", "H", "H"],
  "coordinates": [[18.9489, -2.6383, -15.6277], [18.1362, -1.4461, -15.0580], [19.1162, -0.3616, -14.6276], [19.7151, 0.5845, -15.6934], [18.5889, 1.1925, -16.5357], [17.5612, 0.2179, -17.0219], [17.1554, -0.8240, -16.0301], [16.0825, -1.5167, -16.2258], [18.1144, -0.5840, -18.2615], [16.2397, 0.9394, -17.3257], [17.4324, -1.9482, -13.7703], [19.1926, -3.3836, -14.8709], [19.8140, -2.4077, -16.2505], [18.3880, -3.2910, -16.3013], [19.9256, -0.8623, -14.0965], [18.6467, 0.2788, -13.8789], [20.3258, -0.0364, -16.3541], [20.4000, 1.2624, -15.1857], [19.0573, 1.7067, -17.3751], [18.0602, 1.9215, -15.9202], [17.2510, -1.0620, -18.7242], [18.8759, -1.3283, -18.0321], [18.5612, 0.1016, -18.9823], [15.8634, 1.4967, -16.4672], [15.3846, 0.3517, -17.6577], [16.4180, 1.6562, -18.1292], [18.1836, -2.1755, -13.0153], [16.9286, -2.8964, -13.9568], [16.7715, -1.1526, -13.4304], [18.1470, -3.7619, -20.3066], [18.4795, -4.3517, -21.4211], [18.2714, -5.8642, -21.7006], [18.5806, -6.3602, -22.7494], [17.7412, -6.5760, -20.5410], [17.3713, -5.9280, -19.3811], [17.5187, -4.4313, -19.1922], [17.1408, -3.8167, -18.2173], [16.9269, -6.5753, -18.3159], [19.1084, -3.6684, -22.4245], [18.3502, -2.7024, -20.2334], [17.7936, -7.6540, -20.5974], [16.4972, -5.9501, -17.7172], [19.3195, -4.2321, -23.1785], [23.8822, 0.3481, -18.0616], [23.1190, -0.7332, -17.7466], [22.0014, -1.2006, -18.7372], [21.2419, -2.1399, -18.5782], [22.0858, -0.4151, -19.9629], [22.9275, 0.5733, -20.3002], [23.9172, 1.1038, -19.2943], [24.6881, 2.0218, -19.5347], [22.9393, 1.1507, -21.5125], [23.0680, -1.3211, -16.5328], [24.5900, 0.6818, -17.3130], [21.4034, -0.6831, -20.7599], [23.4471, 1.9707, -21.5225], [23.8490, -1.1946, -15.9842], [18.1554, 4.5568, -16.2269], [18.1938, 4.5271, -14.8738], [17.2037, 5.1953, -13.9725], [17.2606, 5.2884, -12.7670], [16.1237, 5.8146, -14.7844], [16.0996, 5.8664, -16.1327], [17.1213, 5.1971, -17.0053], [17.1019, 5.1141, -18.2416], [15.1370, 6.4848, -16.8598], [19.1094, 3.8981, -14.1020], [18.8947, 4.0486, -16.8304], [15.2786, 6.2441, -14.2634], [15.4353, 6.6064, -17.7699], [18.7803, 3.9739, -13.1956], [18.8051, 1.4351, -21.8845], [18.4832, 0.1880, -22.2306], [17.1679, -0.3546, -21.9859], [16.7545, -1.4874, -22.1114], [16.2394, 0.5877, -21.3760], [16.5194, 1.8942, -21.0550], [17.9052, 2.4322, -21.2691], [18.3006, 3.5668, -21.0567], [15.6844, 2.9000, -20.6923], [19.2923, -0.6135, -22.9468], [19.8534, 1.6542, -22.0399], [15.1964, 0.3700, -21.5668], [14.8124, 2.5113, -20.5535], [19.2938, -1.5264, -22.6335], [11.5712, 5.5580, -16.0168], [11.7333, 5.5555, -17.3530], [12.6888, 4.6709, -18.1189], [12.9712, 4.6464, -19.3073], [13.3747, 3.7400, -17.2442], [13.2089, 3.7379, -15.9017], [12.2695, 4.6062, -15.1503], [12.2508, 4.6056, -13.9352], [13.9468, 2.8960, -15.1315], [11.0067, 6.4296, -18.0438], [10.7848, 6.1477, -15.5684], [14.1800, 3.1019, -17.5807], [13.5742, 2.9880, -14.2420], [10.8535, 6.1626, -18.9571], [21.3297, 6.3024, -18.5819], [21.0090, 5.1999, -19.2953], [21.2466, 3.7823, -18.8676], [21.0965, 2.7627, -19.5075], [21.7236, 3.7915, -17.4855], [22.0877, 4.8650, -16.7852], [21.9092, 6.3017, -17.2433], [22.2214, 7.3206, -16.6812], [22.7605, 4.6245, -15.6278], [20.5143, 5.3155, -20.5258], [20.9034, 7.2226, -18.9568], [21.9011, 2.7785, -17.1471], [23.3908, 5.3249, -15.4256], [19.9144, 4.5865, -20.7333], [23.7405, -3.4149, -11.8633], [24.2387, -3.8823, -13.0407], [23.3713, -4.3904, -14.1649], [23.7543, -4.8558, -15.2209], [21.9376, -4.3968, -13.8101], [21.4708, -3.9690, -12.6481], [22.3195, -3.3522, -11.5744], [21.8441, -2.9134, -10.5186], [20.1133, -3.9243, -12.3559], [25.5197, -4.2421, -13.1753], [24.4687, -3.0860, -11.1353], [21.2006, -4.7860, -14.4996], [19.8968, -3.3148, -11.6398], [25.6149, -4.8722, -13.9003], [15.7237, -4.3126, -11.8510], [15.7528, -3.6601, -11.1467], [16.3743, -4.9711, -11.5963], [20.2815, -0.9660, -11.5506], [20.1455, -0.0342, -11.3630], [21.1132, -1.1821, -11.1152], [15.0965, 0.0293, -11.6578], [15.7753, 0.3969, -12.2327], [15.3196, 0.3518, -10.7812], [16.4589, 1.5016, -13.8035], [16.9040, 1.9145, -13.0582], [15.7283, 2.0943, -14.0074], [23.1218, 1.7461, -13.8338], [22.8050, 0.0614, -13.4260], [22.1655, 2.9569, -12.8583], [24.2000, 1.8759, -13.7742], [22.8119, 2.0031, -14.8448], [17.8575, -6.2499, -14.2130], [16.2057, -5.9282, -14.7558], [18.9622, -6.4328, -15.6457], [18.1119, -5.3612, -13.6399], [17.8976, -7.1879, -13.6655]],
  "atomic_forces_ev_per_a": [[-0.8, -1.0, -1.7], [1.2, 0.2, 1.4], [0.6, 1.2, 0.3], [-0.6, -2.0, -0.3], [0.9, 0.9, 1.7], [-1.3, -0.3, -1.1], [-3.3, -5.9, -1.0], [5.1, 4.1, 1.0], [-0.8, -0.1, 0.2], [-0.3, 0.7, -0.7], [-0.3, 0.0, -1.0], [0.3, 0.7, 0.6], [0.2, 0.5, 0.5], [-0.6, 0.4, -0.1], [0.0, -0.1, 0.0], [-0.2, -0.1, 0.1], [0.3, 0.0, -0.1], [-0.3, 0.4, -0.2], [-0.4, 0.0, -0.2], [0.1, 0.2, -0.1], [0.2, -0.2, -0.1], [-0.1, 0.0, 0.2], [-0.1, 0.3, 0.2], [0.4, 0.0, 0.2], [0.4, -0.6, -0.1], [0.2, 0.1, 0.1], [0.2, 0.4, -0.2], [-0.5, 0.2, 0.0], [-0.2, -0.4, 0.2], [-0.1, 1.5, 1.0], [1.2, -1.4, -3.2], [-0.2, 1.2, 1.7], [0.2, 0.1, -0.5], [-0.1, 0.5, 1.3], [0.4, -0.6, -1.0], [0.2, 0.1, -1.5], [-0.3, -0.7, 0.6], [-0.3, -0.5, -0.2], [-0.5, 0.2, 1.0], [-0.1, 0.0, 0.3], [-0.4, -0.1, 0.1], [0.2, 0.2, 0.3], [-0.2, -0.5, 0.0], [0.4, -0.8, 1.6], [-1.1, 0.7, 0.0], [1.5, 0.3, -0.1], [0.5, 1.0, 0.4], [-0.9, -0.2, -1.5], [0.5, 1.0, 0.0], [0.1, -0.4, -0.6], [-0.9, -0.7, 0.1], [-0.7, -0.8, 0.3], [-0.2, -0.4, -0.8], [0.1, 0.1, 0.1], [-0.2, -0.3, 0.1], [0.4, 0.0, 0.4], [0.2, 0.4, -0.1], [1.1, -0.7, 0.7], [0.9, -0.6, 1.1], [-2.2, 1.7, -2.4], [0.6, -0.9, -0.3], [-0.7, 0.1, 0.1], [-0.6, 0.5, -1.4], [0.7, -0.6, -0.6], [-0.6, 0.7, 2.2], [0.0, 0.0, 1.3], [0.1, -0.3, -1.4], [0.2, -0.1, 0.2], [0.1, 0.2, 0.2], [0.2, -0.3, -0.3], [0.2, 0.3, 0.4], [1.0, -0.3, 0.1], [0.7, -0.8, -1.1], [-2.2, 0.2, 1.9], [1.1, -0.5, -0.8], [-1.1, 3.2, -0.1], [0.1, 0.1, -0.5], [1.4, -0.6, -0.6], [-0.9, -0.7, 0.3], [0.1, -1.4, 0.1], [1.1, 0.6, 0.3], [0.0, 0.6, 0.0], [-0.2, -0.5, 0.6], [-0.4, 0.3, 0.0], [-0.5, -0.4, -0.1], [-0.2, -0.9, 0.3], [-0.6, 0.6, -0.5], [1.3, -1.3, 0.3], [-1.3, 1.1, 0.5], [0.5, -0.3, 2.0], [0.7, -1.3, -0.7], [0.3, 1.6, -0.8], [-0.1, -0.6, -0.2], [-0.2, 0.3, -0.2], [-0.5, 0.4, -0.3], [0.1, 0.3, -0.1], [-0.1, 0.0, -0.6], [-0.1, 0.1, 0.4], [0.4, -0.1, -0.2], [-1.2, -0.2, -0.4], [-0.1, 0.0, -1.4], [0.3, 1.2, 1.9], [-0.3, 0.6, -0.3], [-0.3, -1.4, -0.5], [1.5, 0.0, 1.5], [-0.4, -0.7, -2.0], [0.3, -0.6, 1.0], [-0.3, 0.0, -0.2], [-0.2, 0.8, 0.0], [0.5, 0.3, -0.1], [0.3, 0.1, 0.5], [-0.3, 0.5, 0.1], [-0.2, -0.5, -0.3], [1.0, 0.5, -0.8], [0.2, -1.5, 0.4], [-2.0, -0.5, 0.2], [0.7, 0.6, 0.9], [-0.4, -0.3, -0.6], [-2.3, 1.5, 1.7], [0.5, 0.1, 0.7], [0.5, -0.7, -1.6], [1.1, -0.9, -1.3], [0.2, 0.8, 0.5], [-0.2, -0.1, 0.3], [0.3, -0.1, -0.4], [0.6, 0.2, 0.4], [-0.1, 0.2, -0.5], [0.1, 0.1, -0.1], [-0.1, 0.1, 0.1], [0.0, -0.1, 0.1], [-0.2, 0.1, -0.1], [0.0, 0.1, 0.0], [0.0, -0.1, 0.2], [0.1, 0.0, 0.1], [-0.1, 0.0, -0.2], [-0.1, 0.0, 0.2], [0.2, -0.1, 0.0], [0.2, 0.2, 0.0], [-0.2, 0.1, -0.2], [-0.3, 0.9, -0.3], [-0.2, 0.1, -0.1], [0.8, -1.0, -0.2], [-0.2, 0.4, 0.5], [0.0, -0.5, 0.0], [0.1, 0.2, -0.8], [-0.1, -0.2, -0.1], [-0.3, 0.2, 0.8], [0.5, -0.3, 0.0], [0.0, 0.2, 0.0]],
  "lowdin_charge": [0.011, -0.388, -0.137, -0.120, -0.127, -0.402, 0.100, 0.209, 0.041, -0.003, 0.010, 0.063, 0.084, 0.065, 0.098, 0.107, 0.102, 0.099, 0.124, 0.092, 0.089, 0.067, 0.097, 0.070, 0.098, 0.090, 0.082, 0.073, 0.071, 0.042, -0.184, -0.314, 0.138, 0.090, -0.207, -0.294, 0.086, 0.080, 0.080, 0.116, 0.134, 0.079, 0.123, 0.050, -0.186, -0.297, 0.099, 0.053, -0.243, -0.332, 0.126, 0.116, 0.060, 0.130, 0.126, 0.125, 0.100, 0.060, -0.209, -0.317, 0.139, 0.087, -0.210, -0.299, 0.119, 0.099, 0.066, 0.113, 0.138, 0.123, 0.097, 0.096, -0.257, -0.352, 0.140, 0.067, -0.213, -0.276, 0.122, 0.100, 0.106, 0.136, 0.135, 0.117, 0.087, 0.089, -0.221, -0.310, 0.124, 0.063, -0.215, -0.317, 0.129, 0.062, 0.117, 0.143, 0.119, 0.111, 0.132, 0.078, -0.227, -0.311, 0.121, 0.047, -0.191, -0.323, 0.146, 0.055, 0.109, 0.141, 0.119, 0.127, 0.072, 0.074, -0.210, -0.300, 0.137, 0.073, -0.192, -0.311, 0.078, 0.048, 0.116, 0.139, 0.102, 0.089, 0.124, -0.067, 0.039, 0.026, -0.071, 0.046, 0.008, -0.051, -0.029, 0.040, -0.026, 0.060, 0.035, -0.962, 0.591, 0.517, 0.038, -0.008, -0.939, 0.561, 0.527, -0.006, 0.035]
}